Entry from OMol25: C12H43MnO12 as an isolated structure (ωB97M-V with the def2-TZVPD basis set).

Each line ends with the natural charge from an NBO analysis.
Cartesian coordinates (Å):
Mn -16.303 11.073 -16.993  1.7178
C -14.138 12.998 -14.078  -0.7260
C -14.965 12.500 -15.220  0.8152
O -15.844 11.660 -14.987  -0.8369
O -14.794 12.785 -16.385  -0.7981
H -14.618 12.734 -13.136  0.2744
H -13.891 14.050 -14.222  0.2396
H -13.193 12.456 -14.092  0.2329
C -17.453 13.920 -17.986  -0.2486
O -17.725 12.579 -17.625  -0.8204
H -16.590 14.005 -18.647  0.1821
H -18.315 14.307 -18.529  0.2184
H -17.221 14.413 -17.042  0.2056
H -18.676 12.480 -17.540  0.5240
C -17.564 10.988 -11.718  -0.2514
O -16.955 12.000 -12.491  -0.7735
H -18.554 11.282 -11.368  0.1929
H -17.654 10.073 -12.303  0.1680
H -16.954 10.802 -10.834  0.1749
H -16.688 11.608 -13.325  0.4978
C -14.754 13.230 -9.573  -0.2496
O -13.696 12.968 -8.630  -0.7221
H -15.454 13.916 -9.097  0.1970
H -14.351 13.683 -10.479  0.1562
H -15.292 12.341 -9.903  0.1529
H -13.569 12.019 -8.555  0.4677
C -14.608 9.080 -12.599  -0.2443
O -14.130 7.802 -12.192  -0.7169
H -15.210 8.943 -13.497  0.1446
H -15.179 9.538 -11.791  0.1747
H -13.846 9.836 -12.787  0.1646
H -14.755 7.406 -11.581  0.4792
C -13.755 17.373 -15.136  -0.2576
O -12.550 17.292 -15.932  -0.6277
H -13.894 16.498 -14.501  0.1756
H -13.738 18.253 -14.492  0.2212
H -14.598 17.404 -15.826  0.1812
H -12.742 16.774 -16.717  0.4709
C -18.076 14.940 -12.198  -0.2496
O -16.713 14.629 -11.991  -0.7578
H -18.137 15.905 -12.702  0.1749
H -18.592 14.230 -12.844  0.1537
H -18.583 15.028 -11.237  0.1762
H -16.657 13.674 -11.914  0.4880
C -10.246 11.873 -11.548  -0.2444
O -9.478 10.723 -11.689  -0.6424
H -10.750 11.943 -10.584  0.2139
H -9.559 12.708 -11.690  0.1677
H -11.049 11.994 -12.274  0.1363
H -9.256 10.656 -12.621  0.4591
C -11.585 13.283 -18.120  -0.2591
O -12.267 13.723 -16.959  -0.7926
H -12.139 12.541 -18.695  0.1733
H -11.516 14.108 -18.829  0.1976
H -10.619 12.837 -17.883  0.1860
H -13.097 13.244 -16.896  0.5162
C -9.834 13.549 -14.825  -0.3168
O -11.070 14.197 -14.633  -0.2736
H -9.245 13.742 -13.928  0.2405
H -9.920 12.489 -15.065  0.2550
H -9.294 14.082 -15.608  0.2709
H -11.605 14.238 -15.429  0.5232
C -15.270 10.616 -20.102  -0.2746
O -15.398 11.559 -19.052  -0.8053
H -14.219 10.426 -20.320  0.1984
H -15.721 9.641 -19.922  0.2039
H -15.670 11.075 -21.006  0.2078
H -15.094 12.408 -19.381  0.5173

The value obtained for the molar mass is 434.40 u. The charge is +2. As for the LUMO energy (alpha / beta): -0.2760 / -0.4214 Ha. Its HOMO-LUMO gap (alpha / beta) is 0.2323 / 0.0868 Eh. As for the spin multiplicity: 7.